No. 1
13
Properties=species:S:1:pos:R:3:forces:R:3 method="wB97M-V/def2-TZVPD" lumo_energy_ev=1.09 de_lowest_kj_mol=538.3 spin_multiplicity=1 molar_mass_g_mol=85.1 orbital_gap_ev=9.4 smiles=C1N[C@H]1[C@H]1CO1
O 0.845363 -0.668048 0.881420 0.15 -0.61 0.38
N -1.378607 1.016552 0.275364 0.30 0.14 0.06
C -1.814066 -0.339794 -0.018228 -0.03 -0.27 -0.11
C 0.640376 -0.442505 -0.477681 1.26 1.32 0.22
C -0.668342 0.269504 -0.768299 0.38 -0.31 -0.07
C 1.941194 0.071113 0.451813 -0.23 0.64 1.00
H 2.048691 1.137040 0.555327 -0.57 0.25 0.66
H 2.866365 -0.519311 0.602019 -0.39 0.44 -0.82
H -0.880084 0.615455 -1.779207 0.38 -0.09 0.20
H -2.792660 -0.450759 -0.483710 0.25 0.15 0.02
H -1.560075 -1.126291 0.692567 -0.04 0.20 -0.13
H 1.571001 -0.565482 -1.055688 -1.42 -1.87 -1.41
H -0.819153 1.002527 1.124306 -0.03 0.03 -0.01

No. 2
13
Properties=species:S:1:pos:R:3:forces:R:3 method="wB97M-V/def2-TZVPD" lumo_energy_ev=0.05 de_lowest_kj_mol=409.9 spin_multiplicity=1 molar_mass_g_mol=85.1 orbital_gap_ev=8.4
O 1.621741 -1.241204 0.825873 0.14 0.20 0.03
N 2.086991 1.379127 -1.329035 -0.63 -0.58 0.65
C -0.678840 -0.469494 -0.062084 -0.01 -0.07 0.03
C 1.387625 0.799617 -0.594971 0.55 0.49 -0.57
C -1.693421 0.664795 -0.254381 -0.08 0.11 -0.04
C 0.585142 0.189645 0.407845 -0.07 -0.01 -0.13
H -0.578171 -1.048679 -0.991873 0.03 0.10 0.11
H 1.640979 -0.879481 1.726307 0.14 -0.21 0.03
H -1.796590 1.241278 0.670024 -0.02 -0.09 -0.15
H -2.670962 0.259491 -0.529100 0.13 0.04 0.01
H 2.512912 -1.097373 0.460571 -0.17 -0.02 0.00
H -1.371942 1.349851 -1.046203 -0.06 -0.10 0.10
H -1.045464 -1.147571 0.717028 0.06 0.14 -0.10

No. 3
13
Properties=species:S:1:pos:R:3:forces:R:3 method="wB97M-V/def2-TZVPD" lumo_energy_ev=0.94 de_lowest_kj_mol=367.5 spin_multiplicity=1 molar_mass_g_mol=85.1 orbital_gap_ev=9.7
O 3.054993 -1.349930 -0.045569 -0.27 0.24 -0.08
N 0.889866 -0.622230 -0.063923 0.10 -0.13 -0.07
C -1.464024 -0.135368 -0.334247 -0.02 -0.10 -0.09
C -1.144506 0.905585 0.708209 -0.11 0.19 0.19
C 2.217270 -0.569721 -0.434199 0.07 -0.09 0.06
C -0.051876 0.231558 -0.637090 0.07 -0.37 -0.34
H -1.706286 1.839123 0.661249 0.11 -0.17 -0.02
H -0.928917 0.541935 1.712269 0.09 0.08 -0.27
H 2.411824 0.255822 -1.138712 0.02 -0.05 0.09
H -1.625710 -1.146218 0.045044 0.02 0.17 0.01
H -0.091372 1.334179 0.093677 -0.19 0.19 0.38
H 0.647824 -1.423481 0.513873 -0.06 0.07 -0.02
H -2.209092 0.138741 -1.080587 0.16 -0.02 0.16

No. 4
13
Properties=species:S:1:pos:R:3:forces:R:3 method="wB97M-V/def2-TZVPD" lumo_energy_ev=1.12 de_lowest_kj_mol=178.0 spin_multiplicity=1 molar_mass_g_mol=85.1 orbital_gap_ev=9.2
O 0.174925 1.603607 1.914076 0.18 -1.16 0.37
N 0.221764 0.039593 -0.922196 -0.17 0.20 0.05
C 0.339788 0.508152 2.164776 -0.22 1.31 -0.03
C -2.032880 -0.208961 -0.097280 0.07 -0.03 -0.01
C 1.622656 -0.072518 -0.574567 0.21 -0.12 -0.02
C -0.778738 -0.646678 -0.250859 -0.08 -0.05 -0.08
H 1.951053 0.587528 0.241566 -0.12 -0.11 -0.15
H 1.847496 -1.099544 -0.277590 -0.06 0.06 -0.04
H -0.060014 0.968920 -1.202345 0.05 -0.07 -0.02
H -0.479721 -1.629017 0.113877 -0.03 0.13 -0.08
H -2.807658 -0.833536 0.329760 0.18 0.03 0.00
H -2.315210 0.792399 -0.413510 0.00 -0.13 -0.02
H 2.232688 0.163515 -1.448790 -0.02 -0.06 0.03

No. 5
13
Properties=species:S:1:pos:R:3:forces:R:3 method="wB97M-V/def2-TZVPD" lumo_energy_ev=0.88 de_lowest_kj_mol=291.6 spin_multiplicity=1 molar_mass_g_mol=85.1 orbital_gap_ev=9.8 smiles=O[C@]12CC[C@H]1N2
O 0.926046 1.110344 -1.513331 -0.36 -0.04 0.01
N 0.527318 1.135311 0.916500 0.24 0.13 0.26
C 0.572439 0.463364 -0.353271 -0.33 -0.19 0.22
C -0.738879 0.571806 0.336906 -0.25 -0.06 0.31
C 0.631398 -1.039183 -0.153535 0.15 -0.13 0.08
C -0.719013 -0.926102 0.614800 -0.10 -0.18 0.30
H 0.514592 2.128050 0.667901 0.01 -0.14 0.21
H -0.667566 -1.172782 1.673070 -0.06 -0.13 0.05
H 1.497351 -1.392993 0.405670 -0.05 -0.04 -0.01
H 0.054713 0.956950 -1.888750 0.27 0.67 -1.50
H -1.608998 1.227209 0.264829 0.38 -0.18 -0.28
H -1.531390 -1.475206 0.128267 0.13 0.13 0.13
H 0.541995 -1.586766 -1.099054 0.00 0.15 0.22

No. 6
13
Properties=species:S:1:pos:R:3:forces:R:3 method="wB97M-V/def2-TZVPD" lumo_energy_ev=0.50 de_lowest_kj_mol=246.8 spin_multiplicity=1 molar_mass_g_mol=85.1 orbital_gap_ev=9.4
O 3.107554 -1.792017 -0.285484 -0.30 0.38 -0.07
N 1.015392 -0.847928 -0.257613 -0.06 0.09 -0.14
C -1.163455 0.017928 -0.202361 -0.04 0.07 -0.08
C 2.392116 -0.871826 -0.573051 0.30 -0.26 0.02
C 0.251178 0.146998 -0.679641 -0.04 -0.39 0.22
C -1.405035 1.217550 0.732961 -0.01 0.01 0.10
H -0.960976 2.104813 0.275271 -0.15 -0.01 0.10
H -2.470821 1.398273 0.908135 0.20 -0.11 -0.03
H -0.913002 1.062850 1.700375 -0.11 0.03 -0.17
H -1.411951 -0.942259 0.290546 0.11 0.21 -0.06
H 2.688672 0.048357 -1.101122 0.00 -0.15 0.04
H 0.687573 -1.666078 0.268315 -0.01 0.12 -0.02
H -1.817250 0.123336 -1.076326 0.10 0.00 0.09

No. 7
13
Properties=species:S:1:pos:R:3:forces:R:3 method="wB97M-V/def2-TZVPD" lumo_energy_ev=0.86 de_lowest_kj_mol=127.5 spin_multiplicity=1 molar_mass_g_mol=85.1 orbital_gap_ev=10.8
O -1.496417 -0.238059 2.320356 0.18 1.23 -1.53
N 0.695554 1.463356 -0.720395 -0.68 -1.26 0.30
C 0.316014 0.253428 -0.461082 1.51 1.91 -0.56
C -1.102443 0.001300 -0.034549 -0.39 -0.54 -0.46
C -1.357215 0.504570 1.353504 -0.09 -1.06 1.77
C 1.266085 -0.910960 -0.527528 -0.26 -0.08 -0.04
H 1.690150 1.491659 -0.977446 -0.37 -0.11 0.12
H 2.224361 -0.612330 -0.959926 -0.15 -0.01 0.11
H -1.321271 -1.070160 -0.075162 0.01 0.15 0.15
H -1.389491 1.602442 1.467785 0.03 -0.07 0.03
H 0.829683 -1.699027 -1.147529 0.10 -0.09 0.15
H 1.431603 -1.298667 0.481044 -0.03 -0.15 -0.08
H -1.786613 0.512447 -0.719073 0.15 0.09 0.03

No. 8
13
Properties=species:S:1:pos:R:3:forces:R:3 method="wB97M-V/def2-TZVPD" lumo_energy_ev=0.79 de_lowest_kj_mol=426.8 spin_multiplicity=1 molar_mass_g_mol=85.1 orbital_gap_ev=9.2 smiles="C=C=NCC=O.[H][H]"
O -0.496988 -1.216053 0.795938 -0.96 -0.44 -0.15
N 0.018624 1.307685 0.698544 0.35 -0.40 0.48
C 1.996267 -0.230334 0.385239 0.25 0.40 0.51
C 0.914172 0.466251 0.660892 0.49 0.99 -0.28
C -1.291167 -0.606285 0.118504 -0.04 -0.33 0.65
C -1.275454 0.920556 0.150993 -0.04 -0.15 0.03
H -2.023165 -1.167611 -0.476200 -0.22 0.24 -0.13
H -1.520296 1.394338 -0.809905 0.23 -0.29 0.13
H 2.694795 0.297383 -0.247005 0.12 -0.20 -0.24
H -2.048268 1.247590 0.862260 0.06 -0.02 -0.16
H 2.245622 -1.202256 0.789678 -0.12 0.30 0.22
H 0.048537 -0.592719 -1.613536 0.20 -0.08 -0.60
H 0.737316 -0.618551 -1.315397 -0.32 -0.01 -0.47